1.
{"formula": "C19H21N3OS2", "method": "ωB97M-V/def2-TZVPD", "lumo_ev": 0.051, "e_homo_ev": -7.8, "elements": ["O", "N", "S", "S", "C", "C", "C", "C", "C", "C", "C", "C", "C", "C", "C", "C", "N", "N", "C", "C", "C", "C", "C", "C", "C", "H", "H", "H", "H", "H", "H", "H", "H", "H", "H", "H", "H", "H", "H", "H", "H", "H", "H", "H", "H", "H"], "xyz": [[3.652322, 1.105235, -3.074150], [-1.375221, -0.485358, -2.654426], [2.474181, 1.406312, -0.071848], [-2.729661, 0.933577, -0.985655], [2.499642, 0.990475, -3.457567], [-1.266101, 0.151379, -1.457114], [0.009713, 0.502521, -0.708324], [1.241552, 0.927703, -1.313558], [1.410550, 0.747309, 1.141159], [0.166888, 0.411731, 0.711271], [-4.233359, -0.394514, -4.952235], [-5.146143, 0.378653, -4.213982], [-3.022580, -0.821185, -4.335013], [-4.812816, 0.813899, -2.913667], [-2.648804, -0.294758, -3.058711], [-3.555292, 0.473748, -2.384081], [1.374895, 0.909340, -2.705924], [1.134509, -0.501976, 3.192109], [2.380596, 0.462567, -4.916923], [2.038330, 0.479028, 2.524977], [1.559168, -0.165577, 5.702015], [2.889317, -1.889045, 4.465020], [-0.842231, -0.085364, 1.746788], [-0.241559, 0.048373, 3.174804], [1.617312, -1.124853, 4.471551], [-4.676128, -0.800191, -5.839986], [-6.090286, 0.661802, -4.565305], [-2.267250, -1.405437, -4.687700], [-5.606092, 1.366086, -2.320714], [0.567851, 0.542226, -3.174463], [2.370906, 1.286633, -5.536808], [1.493751, -0.050131, -4.817802], [3.189258, -0.137071, -5.268952], [2.168393, 1.424626, 3.027135], [3.025790, -0.020575, 2.454063], [1.790063, -0.796958, 6.573156], [2.276871, 0.686224, 5.625964], [0.466669, 0.171994, 5.896913], [3.585319, -1.276525, 4.977020], [2.747671, -2.847393, 4.911004], [3.289117, -2.068101, 3.374305], [-1.008837, -1.156227, 1.624626], [-1.800963, 0.490471, 1.652666], [-0.193176, 1.152615, 3.431639], [-0.875877, -0.303197, 4.028121], [0.971743, -1.900090, 4.708600]], "forces_ev_per_angstrom": [[-0.7, 1.2, 1.4], [1.0, 1.6, 3.7], [-1.9, -1.5, -1.9], [0.1, 1.0, 1.9], [3.2, -2.4, -1.6], [1.2, -0.1, -1.7], [1.3, 0.0, -1.2], [-1.5, -0.4, 1.1], [1.1, 0.3, 0.6], [0.2, -0.2, 1.2], [0.7, -1.1, 1.7], [2.2, 0.4, 2.4], [-2.9, 2.8, 0.9], [-1.3, 0.0, -0.2], [-1.1, -1.5, -4.4], [-0.6, 0.4, 0.3], [0.1, 0.9, 0.8], [0.3, 0.2, 0.2], [0.1, 0.9, 2.5], [-1.0, -1.6, -0.5], [-1.3, -0.1, 0.0], [1.6, 0.3, -3.6], [0.1, 0.1, 0.5], [0.4, 1.5, 0.7], [-1.2, 2.5, -0.1], [0.7, -0.2, -0.7], [-1.1, 0.2, -0.8], [1.5, -1.8, -1.8], [1.4, -0.6, -0.7], [-0.5, -0.1, -0.1], [-0.7, 1.7, -1.6], [-2.2, -1.4, -1.2], [0.6, -0.6, 0.6], [0.0, 0.5, 0.7], [-0.5, 0.4, -0.3], [0.2, 0.4, -0.1], [-0.7, -0.6, 0.1], [1.9, -0.1, -0.5], [1.3, 0.0, 0.5], [0.2, -0.6, 0.5], [-0.7, 0.3, 2.0], [-0.4, 0.0, -0.4], [0.8, -0.7, 0.2], [0.0, -0.7, -0.4], [0.4, -0.5, -1.1], [-2.3, -1.0, 0.1]], "mulliken_charge": [-0.604, -0.756, -0.177, -0.266, 0.735, 0.597, 0.019, -0.190, 0.518, -0.113, -0.766, -0.333, -0.437, -0.597, -0.048, 0.743, -0.039, 0.153, -1.107, -0.961, -1.275, -1.421, -0.355, -0.966, 0.320, 0.339, 0.443, 0.565, 0.281, 0.185, 0.280, 0.333, 0.338, 0.331, 0.535, 0.469, 0.287, 0.305, 0.361, 0.391, 0.286, 0.222, 0.396, 0.296, 0.423, 0.260]}

2.
{"formula": "C19H21N5", "method": "ωB97M-V/def2-TZVPD", "smiles": "CN1[C@H](c2nnnn2-c2ccccc2)c2ccccc2CC1(C)C", "lumo_ev": 0.614, "e_homo_ev": -8.5, "elements": ["N", "N", "N", "C", "C", "C", "C", "C", "C", "C", "C", "C", "C", "C", "C", "C", "N", "N", "C", "C", "C", "C", "C", "C", "H", "H", "H", "H", "H", "H", "H", "H", "H", "H", "H", "H", "H", "H", "H", "H", "H", "H", "H", "H", "H"], "xyz": [[3.267004, -0.322829, -2.833738], [2.465802, -1.309321, -2.841547], [2.888412, 0.599116, -1.897426], [1.817974, 0.148331, -1.314054], [-1.762948, -3.787640, -1.365630], [-1.239952, -3.042823, -0.290332], [-1.110979, -3.636720, -2.593868], [3.074438, 0.096184, 2.753599], [2.119993, -0.026197, 3.716434], [-0.152007, -2.168895, -0.431197], [-0.045051, -2.736973, -2.767431], [2.741106, 0.526366, 1.487399], [0.751879, 0.163299, 3.420743], [0.472863, -2.008231, -1.685908], [1.389530, 0.659649, 1.113702], [0.388591, 0.507954, 2.104838], [1.557592, -1.097223, -1.860026], [-0.409158, 1.204380, -0.642593], [-0.729527, 1.803739, -1.973404], [1.059342, 1.075849, -0.329547], [-1.206854, 3.021124, 0.753121], [-2.766136, 1.154181, 0.185770], [-1.053878, 0.717811, 1.798591], [-1.333700, 1.527623, 0.505069], [-2.665380, -4.362696, -1.237953], [-1.727294, -3.152354, 0.665510], [-1.528703, -4.130249, -3.443272], [4.133777, -0.027873, 3.021353], [2.444829, -0.236722, 4.728668], [0.182866, -1.585453, 0.413880], [0.457228, -2.669916, -3.742457], [3.474029, 0.794162, 0.739989], [0.022166, 0.000586, 4.180884], [-0.219489, 1.228679, -2.735759], [-0.505214, 2.891635, -2.051147], [-1.799319, 1.693113, -2.225235], [1.494992, 2.087278, -0.484233], [-1.564753, 3.546303, -0.133161], [-1.824570, 3.363444, 1.607069], [-0.175970, 3.292901, 1.000047], [-3.394191, 1.166870, 1.088156], [-2.752460, 0.138807, -0.292146], [-3.196164, 1.869850, -0.547233], [-1.527734, -0.247843, 1.806480], [-1.512980, 1.270725, 2.627998]], "forces_ev_per_angstrom": [[-0.1, 0.3, 0.3], [0.0, -0.1, 0.6], [0.4, 0.0, -0.6], [-0.7, -0.1, -0.2], [1.4, 1.4, 0.1], [0.0, -0.1, -0.5], [-0.2, 0.8, 0.6], [1.6, 0.7, -0.4], [-1.7, -0.2, 0.8], [-0.1, -0.2, -0.7], [0.6, -0.4, -0.1], [-1.1, -0.1, -0.9], [2.0, 0.0, -1.1], [-1.3, -0.6, 0.5], [-0.4, 0.3, 0.8], [0.9, -0.1, 0.2], [-0.6, 0.9, 0.2], [0.1, -1.4, 0.3], [-0.2, 0.0, 1.2], [-1.1, 0.3, -0.2], [-0.4, 0.4, 0.9], [-0.4, -0.2, -1.6], [0.7, 0.8, -0.4], [0.6, -0.1, 0.0], [0.1, -0.3, -0.1], [0.1, 0.2, 0.3], [0.1, -0.3, -0.5], [-0.5, 0.1, -0.2], [-0.2, -0.2, 0.0], [0.1, -0.1, 0.1], [-0.4, 0.1, 0.5], [0.3, -0.3, 0.0], [-0.5, 0.1, 0.4], [0.4, 0.1, -0.2], [0.2, -0.6, 0.0], [0.4, -0.1, 0.5], [0.3, -0.6, -0.1], [0.2, 0.2, 0.1], [0.2, -0.2, -0.4], [0.0, 0.1, -0.2], [0.2, -0.1, -0.3], [-0.2, 0.8, 0.5], [0.0, -0.5, 0.4], [-0.4, -0.5, -0.4], [0.0, 0.0, -0.2]], "mulliken_charge": [-0.735, -0.386, -0.244, -0.809, -0.616, -0.540, -0.486, -1.000, -0.412, -0.093, -0.399, -0.648, -1.278, 0.294, -0.038, 0.908, 0.812, 0.637, -1.121, 1.029, -1.812, -1.963, -1.347, 1.375, 0.410, 0.404, 0.373, 0.358, 0.391, 0.412, 0.433, 0.567, 0.516, 0.299, 0.352, 0.342, 0.325, 0.395, 0.443, 0.368, 0.370, 0.401, 0.474, 0.577, 0.661]}

3.
{"formula": "C19H21NO2", "method": "ωB97M-V/def2-TZVPD", "lumo_ev": -1.840, "e_homo_ev": -6.2, "elements": ["C", "C", "C", "C", "C", "C", "C", "C", "C", "C", "O", "O", "H", "H", "H", "H", "H", "H", "H", "H", "H", "C", "N", "C", "C", "C", "C", "C", "C", "C", "C", "H", "H", "H", "H", "H", "H", "H", "H", "H", "H", "H", "H"], "xyz": [[3.713614, -1.616256, 2.073891], [2.772950, -0.492311, 2.360949], [1.386208, -0.738212, 2.244104], [0.383778, 0.257687, 2.355893], [-1.051373, -0.108685, 2.230556], [-1.531921, -1.410794, 2.342941], [-2.877725, -1.671626, 2.211231], [-3.769807, -0.646359, 1.974204], [-3.309854, 0.650170, 1.881557], [-1.963037, 0.912370, 2.004689], [0.649487, 1.442225, 2.523312], [3.254948, 0.584919, 2.670748], [3.196358, -2.573090, 2.010342], [4.230985, -1.439869, 1.130899], [4.459915, -1.681041, 2.864657], [1.084484, -1.741954, 2.019235], [-0.856213, -2.219656, 2.551686], [-3.247665, -2.679873, 2.299226], [-4.825193, -0.852973, 1.883027], [-4.005438, 1.456618, 1.719360], [-1.587665, 1.918666, 1.930610], [-0.263171, 2.549036, 5.405883], [0.597356, 1.545059, 6.032515], [-0.079215, 0.682184, 7.005793], [1.962968, 1.588956, 5.880211], [2.880497, 0.592528, 6.275425], [2.487068, -0.755604, 6.459491], [3.374907, -1.692914, 6.924382], [4.687963, -1.340211, 7.194125], [5.120323, -0.041428, 6.966487], [4.243491, 0.911651, 6.507119], [-0.697187, 3.206918, 6.155558], [0.305920, 3.152611, 4.703965], [-1.069717, 2.060392, 4.863625], [-0.946142, 1.183617, 7.432934], [-0.421884, -0.235881, 6.532496], [0.593746, 0.437366, 7.825925], [2.366352, 2.508782, 5.494637], [1.489841, -1.049439, 6.186131], [3.042337, -2.702712, 7.098581], [5.369109, -2.074898, 7.591421], [6.144060, 0.222463, 7.173353], [4.577902, 1.924579, 6.358105]], "forces_ev_per_angstrom": [[0.3, -0.9, -0.1], [-0.8, -0.1, -0.1], [-0.8, -0.4, 0.1], [1.4, -0.9, -0.1], [-0.6, -0.4, 0.0], [0.2, 0.2, 0.0], [-0.2, -0.3, 0.0], [-0.4, 0.0, 0.0], [-0.2, 0.1, 0.0], [0.1, 0.2, 0.0], [-0.2, 1.9, 0.6], [1.0, 1.4, 0.7], [0.0, -0.1, -0.1], [0.0, 0.1, 0.0], [0.1, 0.1, 0.0], [-0.1, -0.4, -0.2], [0.2, -0.2, 0.0], [0.0, -0.2, 0.0], [-0.1, -0.1, 0.0], [-0.1, 0.2, -0.1], [0.1, 0.2, 0.0], [0.3, 0.4, -0.2], [3.3, 0.5, 0.2], [0.1, -0.5, -0.1], [-3.9, 0.2, 0.2], [0.9, -1.4, 0.7], [-0.1, 0.8, -0.3], [0.1, -0.2, 0.1], [-0.1, 0.2, 0.0], [0.1, -0.1, 0.1], [-1.0, 0.2, -0.2], [0.0, -0.1, 0.3], [0.0, -0.2, -0.1], [0.1, -0.2, -0.1], [0.1, 0.3, -0.3], [-0.1, 0.0, 0.0], [0.1, 0.0, -0.1], [-0.2, 0.1, -0.6], [-0.1, -0.1, 0.0], [0.0, -0.2, -0.1], [0.1, -0.1, 0.0], [0.1, 0.1, 0.0], [0.1, 0.2, -0.1]], "mulliken_charge": [-1.264, 0.697, -0.746, 0.726, 0.491, -0.385, -0.710, -0.348, -0.564, -0.305, -0.747, -0.699, 0.310, 0.290, 0.283, 0.083, 0.326, 0.385, 0.380, 0.384, 0.501, -1.134, 0.294, -1.222, -0.074, 0.653, -0.153, -0.805, -0.349, -0.692, -0.458, 0.415, 0.358, 0.434, 0.361, 0.361, 0.500, 0.331, 0.443, 0.413, 0.417, 0.428, 0.393]}

4.
{"formula": "C19H22AsBaF6N6O7", "method": "ωB97M-V/def2-TZVPD", "lumo_ev": [-0.756, -4.233], "e_homo_ev": [-8.5, -8.5], "spin_multiplicity": 2, "elements": ["Ba", "O", "C", "O", "C", "C", "C", "C", "C", "C", "O", "N", "O", "O", "N", "O", "O", "H", "H", "C", "N", "C", "C", "C", "N", "C", "C", "H", "H", "H", "H", "H", "H", "H", "H", "H", "H", "H", "H", "H", "H", "H", "H", "F", "As", "F", "F", "F", "F", "F", "N", "C", "C", "C", "C", "N", "C", "C", "H", "H", "H", "H"], "xyz": [[0.252637, 1.282574, 1.460547], [-1.190619, 3.051746, 1.984488], [-1.951766, 2.067350, 2.318544], [-1.575944, 1.076560, 3.032309], [-3.197355, 1.860306, 1.493299], [-4.460961, 2.281229, 1.792901], [-5.500428, 1.980101, 0.905688], [-5.317710, 1.245986, -0.216796], [-4.033434, 0.784873, -0.513227], [-2.925636, 1.104000, 0.275803], [-1.684826, 0.794595, 0.011944], [-3.924797, -0.044115, -1.719389], [-4.833839, -0.046671, -2.511471], [-2.910074, -0.722306, -1.885810], [-6.869558, 2.465529, 1.202843], [-7.005315, 3.183562, 2.170928], [-7.772599, 2.129721, 0.469770], [-4.673795, 2.834679, 2.697526], [-6.147787, 1.007731, -0.862129], [0.172333, -1.444534, -2.002623], [0.645929, -0.265399, -2.704240], [-0.381886, 0.707133, -2.992742], [1.746707, -0.407655, -3.673778], [3.048052, -0.886343, -3.091239], [3.488812, -0.046664, -2.000919], [3.705536, 1.366816, -2.316831], [4.641861, -0.654611, -1.325690], [-0.137226, -2.158927, -2.773591], [-0.675793, -1.165970, -1.379724], [0.981074, -1.864177, -1.405021], [-0.946108, 0.308851, -3.846788], [0.078536, 1.657897, -3.256958], [-1.043914, 0.803458, -2.131108], [1.858763, 0.546222, -4.175633], [1.391428, -1.132302, -4.413931], [3.770768, -0.933079, -3.925893], [2.943796, -1.907853, -2.719495], [4.374215, 1.509200, -3.181283], [4.157926, 1.848027, -1.450593], [2.771111, 1.892392, -2.526773], [5.502698, -0.765285, -2.003676], [4.370832, -1.643645, -0.951973], [4.944235, -0.044669, -0.490453], [2.551715, 0.844615, 1.133812], [3.025473, 2.067251, 2.367655], [4.271855, 2.523588, 1.324205], [1.969682, 3.163160, 1.483336], [3.371840, 3.221892, 3.542073], [1.686896, 1.464623, 3.381049], [3.982991, 0.856506, 3.030639], [0.093449, -6.283514, 4.085644], [0.154585, -5.231019, 3.629595], [0.235124, -3.893947, 3.036824], [-0.718477, -3.485766, 2.118019], [-0.599153, -2.217762, 1.579723], [0.401527, -1.398711, 1.911139], [1.318251, -1.800006, 2.797002], [1.273058, -3.049348, 3.389182], [-1.534991, -4.134965, 1.833864], [-1.314142, -1.843561, 0.851830], [2.116061, -1.107018, 3.036614], [2.028381, -3.352354, 4.100983]], "forces_ev_per_angstrom": [[-0.3, -1.4, -2.7], [-2.3, -0.5, 1.3], [-0.4, 0.6, 0.5], [-1.2, 1.6, -0.2], [-0.3, -0.3, -0.5], [0.4, 0.0, 0.2], [-0.8, 0.3, 0.4], [0.2, -0.3, -0.4], [-0.7, -0.3, -0.7], [1.5, 0.1, 0.6], [-1.6, 0.0, -0.5], [0.6, 0.1, 0.5], [-0.5, 0.1, -0.3], [0.0, 0.0, 0.1], [0.6, -0.1, 0.1], [0.0, 0.1, 0.2], [-0.2, -0.2, -0.3], [0.0, 0.0, 0.0], [0.0, 0.0, 0.0], [0.4, 0.3, 0.3], [-0.4, -0.6, -0.7], [0.4, 0.3, 0.3], [-0.4, 0.2, 0.2], [0.3, 0.2, 0.2], [0.0, -0.1, 0.5], [0.2, -0.3, -0.1], [-0.3, 0.0, -0.5], [0.0, -0.1, 0.1], [0.0, 0.0, 0.0], [0.0, -0.1, -0.1], [-0.1, 0.1, 0.0], [0.0, 0.0, -0.1], [-0.1, 0.0, 0.0], [0.0, 0.2, 0.0], [-0.1, 0.0, -0.1], [0.0, 0.0, 0.0], [0.0, 0.0, 0.0], [0.0, 0.0, 0.0], [-0.1, 0.0, 0.0], [0.0, -0.1, 0.0], [0.0, 0.0, 0.0], [0.0, 0.0, 0.0], [0.0, 0.2, 0.3], [1.6, -0.3, -0.1], [0.6, 0.2, 0.0], [0.8, 0.4, -0.5], [0.3, 0.2, 0.5], [0.1, 0.4, 0.3], [1.0, 0.5, 0.5], [0.8, -0.8, 0.8], [0.0, 0.1, 0.0], [0.0, 0.6, -0.3], [-0.1, -1.0, 0.4], [-0.2, 0.0, -0.1], [0.3, 0.0, 0.1], [0.1, -0.5, 0.0], [-0.3, -0.2, -0.2], [0.2, 0.1, 0.1], [0.0, 0.0, 0.0], [0.0, 0.0, 0.1], [0.0, 0.1, 0.0], [0.0, 0.0, 0.0]], "mulliken_charge": [2.269, -0.840, -0.644, -0.800, 1.023, -0.568, -0.396, -0.447, -0.158, 0.656, -0.533, 0.902, -0.635, -0.554, 1.050, -0.637, -0.634, 0.574, 0.634, -0.301, 0.757, -0.472, -1.064, -1.107, 0.714, -1.027, -1.114, 0.319, -0.282, 0.304, 0.407, 0.382, -0.196, 0.517, 0.402, 0.457, 0.455, 0.297, 0.306, 0.218, 0.354, 0.317, 0.275, -0.678, 2.045, -0.470, -0.554, -0.446, -0.575, -0.481, -0.433, -0.185, 0.766, -0.768, -0.286, 0.268, -0.432, -0.724, 0.503, 0.351, 0.428, 0.491]}

What did we get for energy above the lowest of the compared OMol25 structures with the same formula, charge and spin? Answer: 72.00 2.63 87.64 80.87 kcal/mol, in the order shown.
What did we get for E? Answer: -1772.42331 -1010.34217 -941.74485 -4452.82330 hartree, in the order shown.